Record 1
C6H11NO2 | ωB97M-V/def2-TZVPD

```
20
Properties=species:S:1:pos:R:3:forces:R:3
C 0.5757 0.8812 -1.0326 -0.2 1.1 0.0
C -0.0646 1.9098 -0.3626 0.8 0.0 -1.0
C 1.9989 0.5448 -0.7438 -0.1 -0.2 0.2
C -0.0419 0.2351 -2.2240 -0.1 -0.2 0.2
C -0.6804 -0.7898 1.3188 1.3 0.2 -0.6
C -1.5373 -2.4710 2.6965 -0.2 0.3 0.1
O -1.1421 0.3911 1.5447 0.2 1.1 -0.7
N -0.6376 -1.6317 2.4385 -0.2 -0.3 0.2
O -0.1021 -1.1343 0.2810 -0.7 -0.2 0.5
H -0.6308 1.1517 0.6909 -0.9 -1.5 1.0
H -0.9310 2.3585 -0.8372 -0.2 -0.2 0.1
H 0.5445 2.6030 0.2072 0.1 -0.1 0.2
H 2.1546 -0.5321 -0.7629 0.0 0.0 0.0
H 2.3179 0.9359 0.2207 0.0 0.0 0.0
H 2.6243 0.9931 -1.5232 -0.1 0.0 0.0
H 0.4459 0.6248 -3.1230 0.0 0.0 0.0
H -1.1076 0.4450 -2.2915 0.0 0.0 0.0
H 0.1084 -0.8424 -2.1975 0.0 0.0 0.0
H -1.4329 -3.0959 3.5791 0.1 -0.1 0.0
H -2.4619 -2.5766 2.1209 0.1 0.0 -0.1
```
Forces are in eV/Å.

Results
Kohn-Sham gap (Ha): 0.358

Atom-resolved charges from Löwdin, all expressed in e: number 1, C, carries -0.36; number 2, C, carries -0.04; number 3, C, carries -0.04; number 4, C, carries -0.04; number 5, C, carries -0.66; number 6, C, carries -0.01; number 7, O, carries 0.02; number 8, N, carries 0.09; number 9, O, carries 0.02; number 10, H, carries 0.13; number 11, H, carries 0.09; number 12, H, carries 0.09; number 13, H, carries 0.09; number 14, H, carries 0.09; number 15, H, carries 0.10; number 16, H, carries 0.10; number 17, H, carries 0.09; number 18, H, carries 0.08; number 19, H, carries 0.07; number 20, H, carries 0.09


Record 2
C6H11NO2 | ωB97M-V/def2-TZVPD

```
20
Properties=species:S:1:pos:R:3:forces:R:3
C -0.6433 -1.2656 -0.7205 -1.0 1.4 -0.9
C -2.2731 0.6812 -0.1406 0.2 0.1 2.1
C -1.1393 0.2704 -0.9770 1.7 -2.1 1.1
N 0.7518 -1.3864 -1.0163 0.1 0.3 0.3
O -0.4731 0.9743 -1.6936 -0.3 0.1 -0.3
H 0.9966 -0.7883 -1.7999 0.2 -0.5 0.0
H 1.1263 -2.3256 -0.9923 -0.1 0.3 -0.5
H -0.8757 -1.6301 0.2804 -0.1 0.3 0.1
H -1.3100 -1.7930 -1.4195 0.0 -0.3 0.0
H -1.8204 0.6757 0.9838 -1.2 0.5 -2.8
H -2.6790 1.6404 -0.4595 0.0 0.0 0.3
H -3.0476 -0.0826 -0.0933 -0.1 -0.1 -0.2
C 0.5551 0.1878 1.7620 -1.4 -0.4 0.3
C 1.2898 1.1168 0.9297 0.2 0.5 -0.5
C 2.3971 0.7599 0.2789 0.2 0.4 1.2
O -0.5868 0.3776 2.1868 1.9 -0.2 0.2
H 1.0537 -0.7784 1.9342 0.0 -0.1 0.2
H 0.8331 2.0851 0.7746 0.0 0.1 0.0
H 2.8618 -0.1986 0.4514 -0.1 -0.2 -0.1
H 2.9828 1.4795 -0.2693 -0.2 0.1 -0.4
```
Forces are in eV/Å.

Results
SMILES string: CC(=O)CN.C=CC=O
Kohn-Sham gap (Ha): 0.324

Atom-resolved charges from Löwdin, all expressed in e: number 1, C, carries -0.22; number 2, C, carries -0.03; number 3, C, carries -0.44; number 4, N, carries -0.01; number 5, O, carries 0.06; number 6, H, carries 0.08; number 7, H, carries 0.08; number 8, H, carries 0.10; number 9, H, carries 0.11; number 10, H, carries 0.11; number 11, H, carries 0.08; number 12, H, carries 0.08; number 13, C, carries -0.27; number 14, C, carries -0.15; number 15, C, carries 0.05; number 16, O, carries -0.02; number 17, H, carries 0.13; number 18, H, carries 0.12; number 19, H, carries 0.07; number 20, H, carries 0.07


Record 3
C6H11NO2 | ωB97M-V/def2-TZVPD

```
20
Properties=species:S:1:pos:R:3:forces:R:3
C -0.2479 0.8216 0.3087 -0.3 -0.3 -0.4
C -2.0748 -0.9639 0.6184 0.0 -0.5 -0.3
C 0.7971 1.2331 -0.7222 -0.3 0.1 0.0
C 0.2147 1.1922 1.7235 -0.2 -0.3 -0.1
C 1.4321 -1.4425 -2.4572 -0.4 -0.2 -0.3
C -0.6377 -0.6887 0.2894 0.3 1.5 1.5
O 2.2002 -1.7689 -1.4962 0.7 -0.3 0.7
N 0.7622 -1.1846 -3.3563 -0.2 0.2 -0.3
O 0.1904 -1.5702 0.2786 0.3 -0.4 -0.5
H 1.6926 -1.8855 -0.6571 -0.3 0.3 -0.2
H -1.1749 1.3674 0.1088 0.0 0.0 0.0
H -2.2083 -2.0000 0.9200 0.0 -0.1 -0.1
H -2.4209 -0.3240 1.4262 0.0 0.2 0.0
H -2.6691 -0.7603 -0.2715 -0.2 0.1 0.0
H 0.4554 0.9961 -1.7280 0.3 -0.3 -0.1
H 0.9312 2.3128 -0.7078 0.0 0.1 0.2
H 1.7631 0.7921 -0.4868 0.1 -0.2 -0.2
H -0.5381 0.9433 2.4684 0.0 0.0 0.1
H 0.3964 2.2636 1.7769 0.0 0.0 0.0
H 1.1363 0.6666 1.9642 0.1 0.0 0.1
```
Forces are in eV/Å.

Results
SMILES string: CC(=O)C(C)C.N#CO
Kohn-Sham gap (Ha): 0.405

Atom-resolved charges from Löwdin, all expressed in e: number 1, C, carries -0.35; number 2, C, carries 0.00; number 3, C, carries -0.07; number 4, C, carries -0.06; number 5, C, carries -0.44; number 6, C, carries -0.38; number 7, O, carries 0.10; number 8, N, carries 0.14; number 9, O, carries 0.07; number 10, H, carries 0.10; number 11, H, carries 0.13; number 12, H, carries 0.09; number 13, H, carries 0.09; number 14, H, carries 0.10; number 15, H, carries 0.07; number 16, H, carries 0.08; number 17, H, carries 0.08; number 18, H, carries 0.08; number 19, H, carries 0.08; number 20, H, carries 0.09


Record 4
C6H11NO2 | ωB97M-V/def2-TZVPD

```
20
Properties=species:S:1:pos:R:3:forces:R:3
C -2.1307 1.5429 -0.0824 -0.1 2.4 -0.7
C -1.3896 0.7700 0.6969 -1.8 2.4 1.8
C -1.0064 -0.5781 0.4684 -7.3 -5.8 0.4
N -1.5290 -1.2980 -0.7875 -1.8 0.8 0.4
H -1.1816 -0.9173 -1.6943 -0.6 -0.1 1.1
H -2.6504 -1.3377 -0.7850 3.6 0.4 -0.1
C 0.2635 -0.9704 0.8339 2.8 1.2 -9.5
H 0.6201 -0.4993 1.5462 3.2 3.1 7.8
H 0.5389 -1.8769 0.4738 0.6 -3.2 0.4
C 1.1986 -0.0874 -0.3612 -2.7 4.6 5.0
C 2.5407 0.3053 0.0845 -3.1 -3.2 -13.8
O 2.9222 0.1110 1.0821 5.3 -0.1 13.0
O 3.4113 0.2027 -1.0952 2.8 3.2 3.1
H 4.3294 0.5857 -0.6560 -3.0 -1.6 -2.0
H 0.7405 0.9550 -0.5626 -0.1 -1.4 0.5
H 1.0641 -0.5279 -1.2165 0.3 -2.7 -4.9
H -1.6143 -1.4123 1.3456 0.7 2.7 -2.0
H -1.2774 1.1272 1.7395 0.8 0.0 -0.7
H -2.3167 2.6773 -0.0165 0.3 -2.0 0.9
H -2.5332 1.2280 -1.0137 0.1 -0.7 -0.8
```
Forces are in eV/Å.

Results
Kohn-Sham gap (Ha): 0.363

Atom-resolved charges from Löwdin, all expressed in e: number 1, C, carries 0.01; number 2, C, carries -0.20; number 3, C, carries -0.50; number 4, N, carries 0.01; number 5, H, carries 0.07; number 6, H, carries 0.13; number 7, C, carries -0.09; number 8, H, carries 0.03; number 9, H, carries 0.10; number 10, C, carries -0.03; number 11, C, carries -0.58; number 12, O, carries 0.23; number 13, O, carries -0.03; number 14, H, carries 0.18; number 15, H, carries 0.15; number 16, H, carries 0.04; number 17, H, carries 0.22; number 18, H, carries 0.13; number 19, H, carries 0.09; number 20, H, carries 0.03


Record 5
C6H11NO2 | ωB97M-V/def2-TZVPD

```
20
Properties=species:S:1:pos:R:3:forces:R:3
C -0.5733 1.0947 -0.3349 -0.5 0.0 -0.9
C 1.1908 1.3663 0.8506 0.0 0.1 0.4
C -0.3388 -0.3240 -0.7894 -0.2 -0.1 0.2
C 1.4943 -1.8198 0.0285 -0.2 0.0 0.1
C -1.5895 1.9397 -1.0071 -0.1 0.1 0.0
N 0.1905 -1.2087 0.2302 0.0 -0.1 0.1
C -0.6223 -1.5701 1.2607 -0.1 0.1 -0.1
O -0.1610 1.5706 0.8462 0.6 -0.2 0.4
O -1.7587 -1.1717 1.4235 0.3 -0.1 -0.1
H 1.6238 1.0852 1.7975 0.0 0.1 0.0
H 1.7571 1.8240 0.0581 0.0 0.0 -0.1
H 0.3130 -0.3930 -1.6651 0.0 0.1 0.0
H -1.3205 -0.7068 -1.1035 0.0 0.0 0.0
H -0.1359 -2.2800 1.9532 0.0 0.0 0.0
H 1.4804 -2.5158 -0.8163 0.0 0.1 0.0
H 2.2427 -1.0468 -0.1480 0.0 0.0 0.0
H 1.7785 -2.3719 0.9242 0.0 0.0 0.0
H -2.2439 2.3775 -0.2436 0.0 0.0 -0.1
H -1.1349 2.7794 -1.5482 0.0 -0.1 0.0
H -2.1922 1.3710 -1.7167 0.0 0.0 0.0
```
Forces are in eV/Å.

Results
Kohn-Sham gap (alpha / beta) (Ha): 0.313 / 0.285

Atom-resolved charges from Löwdin, all expressed in e: number 1, C, carries -0.32; number 2, C, carries -0.01; number 3, C, carries -0.13; number 4, C, carries -0.06; number 5, C, carries -0.02; number 6, N, carries -0.16; number 7, C, carries -0.32; number 8, O, carries -0.06; number 9, O, carries 0.04; number 10, H, carries 0.07; number 11, H, carries 0.07; number 12, H, carries 0.13; number 13, H, carries 0.13; number 14, H, carries 0.14; number 15, H, carries 0.09; number 16, H, carries 0.08; number 17, H, carries 0.08; number 18, H, carries 0.09; number 19, H, carries 0.08; number 20, H, carries 0.08


Record 6
C6H11NO2 | ωB97M-V/def2-TZVPD

```
20
Properties=species:S:1:pos:R:3:forces:R:3
C 0.4923 -0.5370 -1.9495 0.6 0.7 0.4
C -1.7530 -0.6095 -0.5987 0.2 -0.1 0.6
C -0.2285 -1.1375 -0.7756 -2.0 -2.6 -1.3
N -2.4859 -1.4226 0.2105 0.6 0.0 -0.1
O -2.1867 0.3764 -1.1630 0.5 -0.4 0.2
O 0.0320 -2.2466 -0.3146 0.0 2.0 -0.1
H -2.0637 -2.2779 0.5572 -0.1 0.4 -0.1
H -3.4312 -1.1701 0.4589 0.2 -0.1 -0.2
H 1.4615 -0.1631 -1.6119 0.1 -0.1 -0.1
H 0.6541 -1.3069 -2.7071 0.0 -0.1 0.2
H -0.0481 0.2963 -2.3998 -0.1 -0.1 0.2
C 0.7207 2.0328 0.5403 -0.3 0.2 -0.2
C 0.7540 0.6938 1.2035 -0.7 -1.0 0.2
C 1.7664 0.2352 1.9424 -0.6 -0.1 -0.4
H -0.1723 0.0486 1.0322 1.5 0.9 0.7
H -0.2710 2.2108 0.1141 0.2 0.1 0.0
H 1.4407 2.0763 -0.2823 0.0 0.1 0.1
H 0.9307 2.8306 1.2578 0.1 0.0 -0.2
H 1.7281 -0.7589 2.3773 0.1 0.1 0.0
H 2.6598 0.8293 2.1082 -0.1 0.0 0.0
```
Forces are in eV/Å.

Results
SMILES string: CC(=O)C(N)=O.C=CC
Kohn-Sham gap (Ha): 0.352

Atom-resolved charges from Löwdin, all expressed in e: number 1, C, carries -0.01; number 2, C, carries -0.48; number 3, C, carries -0.36; number 4, N, carries 0.17; number 5, O, carries 0.06; number 6, O, carries 0.06; number 7, H, carries 0.10; number 8, H, carries 0.12; number 9, H, carries 0.09; number 10, H, carries 0.10; number 11, H, carries 0.08; number 12, C, carries -0.11; number 13, C, carries -0.25; number 14, C, carries 0.00; number 15, H, carries 0.09; number 16, H, carries 0.07; number 17, H, carries 0.07; number 18, H, carries 0.08; number 19, H, carries 0.06; number 20, H, carries 0.06


Taking the records one at a time from the top gives DFT total energy values of -11983.72742; -11983.52321; -11984.81765; -11979.50362; -11981.70759; -11984.60922 eV.
Taking the records one at a time from the top gives relative energy (zero: lowest compared OMol25 entry of this formula, charge and spin) values of 2.5409; 2.7451; 1.4506; 6.7647; 4.5607; 1.6590 eV.